# 1
The following is a DFT calculation (ωB97M-V/def2-TZVPD) of a structure of composition C25H40BiBrCl3N3O3Si.

```
77
Properties=species:S:1:pos:R:3:forces:R:3
C 2.680 -2.077 0.231 0.06 0.30 -0.25
H -6.234 -0.995 -1.386 0.25 0.09 -0.14
H 1.115 -1.230 -4.112 0.15 0.20 0.13
C -1.000 1.515 4.580 -0.46 0.01 0.15
Cl 1.088 -0.586 3.477 0.16 0.20 0.16
O -2.417 -0.580 0.369 -0.84 0.43 -0.75
C -2.470 -0.399 -4.104 -0.09 0.09 0.00
H -5.131 0.179 -2.181 -0.05 -0.26 0.01
H 3.607 -2.666 0.192 -0.25 0.11 0.23
H -3.393 0.691 -0.947 0.19 -0.24 0.19
C -2.509 -1.771 -3.836 -0.11 -0.03 -0.06
Bi -0.160 0.390 1.314 0.19 -0.77 -2.02
H -3.187 0.044 -4.796 0.09 -0.16 0.13
Br -0.661 2.350 7.303 -0.27 -0.16 -0.44
H 3.146 -0.328 -5.733 0.05 -0.06 0.16
H -1.627 -3.389 -2.670 0.00 0.26 -0.32
N -1.654 1.202 3.443 -0.05 0.20 0.74
H -3.235 -2.412 -4.346 0.14 0.27 0.26
H 2.803 -1.187 -0.409 -0.15 -0.23 0.27
H 1.394 4.552 2.969 -0.02 -0.32 0.07
C 1.313 3.492 3.256 -0.22 0.01 0.24
H -4.825 1.508 4.543 0.28 0.03 0.10
C -1.666 1.868 5.754 -0.34 -0.17 -0.47
H -0.334 -3.641 -0.270 0.31 0.25 0.28
H -1.480 1.502 -3.669 -0.08 -0.37 -0.07
H 0.426 1.702 -2.169 -0.20 -0.03 -0.23
C -5.251 -0.862 -1.864 0.16 -0.04 0.15
C -1.515 0.421 -3.500 0.03 -0.27 0.14
C -2.993 1.226 3.449 -0.04 0.13 0.28
C 0.355 -2.923 0.229 0.76 0.54 0.32
C 1.939 -3.760 -1.426 -0.17 0.14 -0.07
H 3.393 1.299 -1.801 -0.09 0.06 -0.19
H 4.461 4.477 3.052 -0.03 -0.03 -0.07
H 3.706 0.340 3.372 -0.16 0.35 0.22
C -1.588 -2.330 -2.947 0.19 0.10 -0.05
H 4.735 1.642 4.004 -0.26 -0.04 0.10
C -3.064 1.850 5.775 0.40 -0.02 -0.27
H -5.196 -1.524 -2.742 0.05 0.25 0.24
H -3.579 2.079 6.699 -0.11 0.02 -0.12
C -0.576 -1.526 -2.433 -0.26 -0.14 0.15
H 2.917 -4.223 -1.252 -0.28 -0.03 -0.03
H -3.495 0.988 2.507 0.26 0.06 0.27
H 1.994 -3.174 -2.358 0.02 -0.11 0.22
H -5.217 -2.834 -0.121 0.17 -0.01 0.04
C 3.690 1.324 3.860 0.15 0.04 0.28
H -3.534 -2.625 0.473 -0.10 0.06 -0.15
H 2.448 -1.765 1.255 0.06 -0.12 -0.22
C 0.668 0.621 -2.162 -0.53 0.22 -0.49
H 0.444 3.078 2.723 0.18 0.22 0.21
C 3.002 1.400 -2.822 0.29 0.10 0.02
Cl 2.364 1.541 0.946 0.58 0.77 0.80
C 1.897 0.425 -3.062 -0.65 -0.68 -0.41
C -3.738 1.531 4.595 0.40 -0.06 -0.11
H 3.815 1.249 -3.536 -0.02 0.12 0.17
C 1.980 -0.592 -3.935 -0.31 0.78 0.29
Cl -0.979 2.620 0.323 -0.20 0.18 0.16
C 4.166 3.823 2.224 0.00 -0.04 -0.24
H 3.197 1.227 4.838 0.21 -0.09 -0.30
N 1.602 -2.908 -0.295 -0.55 -0.62 0.30
Si 2.872 2.600 2.772 0.37 -0.40 -0.75
H 3.791 4.436 1.397 0.09 -0.02 0.16
H 0.083 1.449 4.576 -0.23 -0.05 -0.13
H 4.111 -0.709 -4.279 -0.15 0.02 -0.19
H 1.132 3.437 4.338 0.01 0.09 -0.25
H -3.843 -3.262 -1.167 -0.05 0.18 0.13
N -4.197 -1.200 -0.912 0.07 0.09 0.14
C 3.159 -0.893 -4.790 0.46 -0.37 -0.22
O 1.045 0.234 -0.914 -0.48 -0.89 2.05
C -3.291 -0.309 -0.486 0.56 -0.29 0.54
H 0.252 -1.931 -1.853 -0.52 0.24 -0.15
C -4.191 -2.562 -0.396 -0.06 -0.05 -0.12
H 5.055 3.284 1.878 -0.08 0.12 0.04
O -0.010 -2.212 1.178 0.02 -0.51 -0.99
H 2.641 2.433 -2.938 0.02 -0.21 0.08
H 3.131 -1.953 -5.055 0.16 0.04 -0.10
H 1.167 -4.532 -1.536 0.25 0.11 -0.05
C -0.548 -0.160 -2.683 0.68 0.40 -0.19
```
Positions in Å, forces in eV/Å.

## Properties
Energy relative to the best compared isomer or geometry (same formula, charge and spin): 0.0 kJ/mol
Charge: 0
Kohn-Sham gap: 7.98 eV

# 2
The following is a DFT calculation (ωB97M-V/def2-TZVPD) of a cluster of 2 separate species, C25H40F3NO5 in total.

```
74
Properties=species:S:1:pos:R:3:forces:R:3
H -0.254 -2.951 -0.989 0.03 0.03 -0.03
C 3.294 4.202 -0.161 0.05 -0.04 -0.06
C 2.138 -0.323 -0.489 -0.25 -0.47 0.23
O -4.658 0.462 -1.555 0.33 -0.29 0.48
H -1.611 0.776 -2.373 -0.06 -0.11 -0.04
H -1.132 2.301 2.162 0.13 0.27 -0.16
H -1.494 -2.529 1.005 0.00 0.01 0.01
H -1.142 -0.343 -0.430 -0.02 -0.05 -0.03
H 7.570 5.729 0.228 0.03 0.03 0.05
H -0.527 2.211 0.505 -0.03 0.02 -0.06
O -5.693 1.891 -0.147 0.33 0.08 0.15
H -6.017 -4.214 -1.584 0.00 -0.02 0.00
C 6.468 4.607 1.695 0.31 0.01 0.20
F 2.906 3.313 -1.072 -0.04 -0.01 -0.01
H 0.043 -0.299 1.345 0.03 -0.11 0.21
H -2.860 -0.636 -0.395 -0.03 0.02 -0.15
O 5.193 4.839 1.057 -0.06 -0.01 0.01
H -3.688 1.221 -3.144 -0.07 -0.07 0.01
C -6.373 -3.376 -1.001 0.01 -0.06 -0.07
H 0.077 0.522 2.918 -0.01 -0.26 0.00
C -2.172 0.855 1.002 0.05 -0.18 -0.03
C 0.210 0.657 1.845 -0.01 0.43 -0.66
C 1.416 -4.082 -0.119 -0.24 0.17 -0.42
H 3.498 -1.970 -0.331 0.28 0.05 -0.09
H -3.045 1.510 1.073 0.00 0.04 -0.09
H 2.168 0.600 -1.071 0.04 0.02 -0.04
C 1.652 1.110 1.546 0.04 -0.63 0.31
C 2.224 -3.862 -1.405 0.12 0.07 0.25
C -7.703 -3.320 -0.609 0.20 0.03 -0.02
H 1.905 -3.539 0.694 0.00 -0.04 0.06
C 7.605 4.752 0.709 -0.11 0.00 -0.17
H -0.645 -4.570 -0.395 -0.13 0.14 -0.39
C -3.663 1.368 -2.066 -0.10 0.39 -0.68
H 1.169 -2.097 -2.129 -0.02 0.04 0.02
C -5.512 -2.347 -0.651 -0.09 -0.10 0.06
C 2.999 -1.427 -1.136 -0.71 0.19 0.06
C -5.243 0.819 -0.400 -0.16 0.06 -0.16
F 2.387 4.223 0.823 -0.04 0.14 0.00
H 0.155 -2.477 1.625 -0.02 -0.01 0.03
C -2.113 0.155 -0.360 0.31 0.05 0.17
H -8.379 -4.113 -0.899 -0.10 0.00 0.05
O 5.124 2.709 0.309 0.01 -0.07 -0.02
C 4.668 3.808 0.419 0.03 0.05 0.04
C -7.385 -1.345 0.458 0.11 0.13 0.05
H -4.469 -2.357 -0.933 0.01 0.07 -0.02
H 7.547 3.990 -0.068 0.02 -0.04 0.04
H 2.640 -2.500 -2.966 -0.09 0.03 -0.05
N -8.209 -2.328 0.120 0.01 -0.09 -0.06
C -2.237 1.113 -1.548 -0.12 0.04 0.27
C -6.048 -1.311 0.083 -0.03 -0.05 -0.03
H -1.830 2.077 -1.235 0.08 0.02 -0.11
H 1.448 -5.149 0.106 0.20 0.04 0.28
H 1.661 1.934 0.836 -0.05 0.12 0.10
H 1.947 -4.592 -2.170 -0.20 0.06 -0.02
C -0.067 -3.666 -0.191 0.09 -0.39 0.57
C -0.887 1.617 1.346 -0.23 -0.21 0.57
H 2.367 -0.922 1.572 0.18 -0.07 0.00
C -0.585 -3.118 1.145 -0.16 0.07 -0.20
H 3.557 0.276 0.995 0.06 -0.15 0.11
H -2.305 0.085 1.768 -0.12 0.05 0.06
H 6.529 5.359 2.478 -0.09 0.06 -0.05
F 3.324 5.406 -0.735 -0.02 0.02 0.01
H 1.098 -0.668 -0.507 -0.05 0.11 -0.03
O -5.280 -0.221 0.493 -0.32 0.03 -0.15
H 2.118 1.432 2.480 0.04 0.29 -0.10
H 3.734 -0.950 -1.782 0.29 -0.12 0.18
H 6.465 3.625 2.165 -0.08 -0.05 -0.09
H -0.843 -3.928 1.828 0.16 -0.01 0.10
H -7.777 -0.533 1.059 -0.06 0.03 0.00
C 2.191 -2.443 -1.971 0.48 -0.08 -0.38
H 8.559 4.649 1.224 0.00 0.00 0.02
C 2.506 -0.024 0.962 -0.05 0.52 -0.26
H 3.272 -4.068 -1.163 0.00 -0.16 -0.08
H -3.984 2.394 -1.894 -0.11 -0.06 0.23
```
Positions in Å, forces in eV/Å.

## Properties
Charge: 0
Kohn-Sham gap: 10.43 eV
Structure (SMILES): CCCCCCCCCCCCCCCOC(=O)Oc1cccnc1.CCOC(=O)C(F)(F)F

# 3
The following is a DFT calculation (ωB97M-V/def2-TZVPD) of a structure of composition C25H40NO6P2W.

```
75
Properties=species:S:1:pos:R:3:forces:R:3
H -3.182 0.746 -3.402 -0.31 -0.17 -0.17
H 2.695 -4.443 4.743 -0.06 -0.10 0.08
C 3.704 -1.507 1.125 -0.66 -0.88 0.00
H -0.591 3.196 -1.941 -1.33 0.00 -0.21
O -2.470 -1.334 0.689 0.00 0.06 0.05
C 4.345 -1.175 -1.273 0.28 0.67 0.40
C -3.607 -1.992 1.445 0.28 -0.27 0.31
C -0.764 4.839 1.831 -0.55 -0.09 0.05
C -3.307 -0.236 -3.877 1.34 -0.34 -0.16
H -0.462 -3.239 2.052 0.19 -0.14 0.20
H 5.376 1.381 0.707 0.27 0.47 0.09
C -1.470 0.833 -0.382 -0.78 1.05 -0.16
C 0.841 2.686 -3.501 -0.95 -0.50 0.21
H -4.164 -3.055 -3.748 -0.38 -0.34 0.04
H -4.834 -0.229 1.617 0.20 0.20 -0.12
H -4.194 -0.245 -4.516 0.02 -0.08 0.32
H 5.443 0.654 -1.594 0.07 -0.30 0.00
H -1.797 4.456 1.937 0.56 0.13 -0.02
N 2.887 -2.994 -0.557 -1.20 -0.01 -0.13
C 1.697 4.017 1.902 -0.22 -0.27 0.27
H 1.932 4.482 0.967 0.18 0.31 -0.49
C 1.497 -2.439 1.738 0.06 0.57 -0.13
H -0.675 5.257 0.828 0.04 0.30 0.20
H -5.356 -3.093 0.974 0.41 -0.14 -0.12
H 2.341 3.126 2.027 -0.42 0.41 0.14
C 3.268 -3.072 3.203 0.43 -0.53 0.80
H -2.486 -2.830 -4.132 -0.04 0.00 0.20
H 2.876 -3.712 0.145 0.11 -0.51 0.39
C -3.315 -1.331 -2.814 -0.81 -0.78 -0.18
H -3.536 -0.346 2.837 0.61 0.43 0.30
H -2.421 -0.394 -4.540 -0.65 0.13 0.40
C 0.563 -3.208 2.419 -0.12 0.18 -0.33
H 2.145 4.115 -1.336 0.51 0.09 -0.20
O -0.338 -1.733 -0.447 0.56 -0.16 -0.21
H -0.637 5.605 2.601 0.18 -0.05 -0.23
O 0.869 0.424 0.717 0.72 -0.12 -0.38
O 0.906 1.937 -1.268 -0.55 -0.04 0.88
H 1.098 5.128 -2.346 0.10 0.27 -0.34
C 4.923 0.450 0.450 0.10 -0.94 0.21
H -2.164 1.121 0.422 0.20 0.04 -0.15
C 2.332 -3.865 3.907 0.03 0.51 -0.60
H 0.342 1.754 -3.783 -0.23 0.17 0.07
H 1.879 2.458 -3.554 0.99 0.16 0.07
H 2.968 -3.394 -1.466 0.16 -0.23 -0.92
H -4.181 -1.216 -2.163 0.00 0.01 -0.01
H 4.290 -1.446 -2.328 0.13 -0.15 0.34
H 0.597 3.430 -4.233 -0.11 0.46 -0.34
H -2.890 -3.468 -2.540 -0.29 -0.07 0.19
H 4.314 -3.141 3.547 -0.54 0.34 -0.39
H -1.860 1.302 -1.307 0.14 -0.37 0.34
H -4.921 -1.943 -0.254 0.34 -0.36 0.25
C 0.991 -3.938 3.515 0.23 -0.74 0.24
C 4.319 -0.312 1.455 0.23 0.81 0.37
H 1.894 4.753 2.684 0.24 -0.17 0.06
C 0.451 3.120 -2.107 1.29 -0.58 -0.40
C -3.216 -2.783 -3.314 0.42 1.20 -0.71
H 4.328 0.054 2.498 -0.13 -0.33 -0.70
H -3.956 -3.524 -0.143 -0.81 1.36 1.05
C 2.846 -2.332 2.110 0.52 -0.31 -0.09
H 0.321 -4.671 3.991 0.30 0.64 -0.04
C 0.225 3.720 2.004 -0.46 -1.12 1.13
H -0.008 3.125 2.926 0.33 0.65 -0.74
W 1.490 -1.354 0.039 -0.07 0.46 0.46
O -0.225 2.719 0.930 -0.07 0.36 -0.04
P 0.090 1.577 0.014 0.94 -0.77 0.12
O -2.139 -1.143 -1.949 0.63 0.09 0.71
C -4.481 -2.681 0.447 -0.28 -0.84 -1.06
C 3.738 -1.914 -0.265 0.50 0.28 1.02
H -4.968 -1.302 2.949 0.01 -0.31 0.09
H 0.658 4.756 -0.699 -0.09 -0.13 -0.23
C -4.244 -0.888 2.252 -0.92 -0.47 -0.49
P -1.650 -0.939 -0.509 -1.31 -0.18 -1.34
H -3.084 -2.705 2.102 -0.14 0.27 -0.33
C 4.990 -0.008 -0.860 -0.36 0.70 -0.48
C 1.126 4.353 -1.599 -0.01 0.10 0.59
```
Positions in Å, forces in eV/Å.

## Properties
Energy relative to the best compared isomer or geometry (same formula, charge and spin): 0.0 kJ/mol
<S²>: 2.02
Charge: +3
Kohn-Sham gap (spin up / spin down): 6.33 / 7.78 eV
Spin multiplicity: 3

# 4
The following is a DFT calculation (ωB97M-V/def2-TZVPD) of a structure of composition C25H41AlN3P2.

```
72
Properties=species:S:1:pos:R:3:forces:R:3
C -1.519 -1.312 2.739 0.14 -1.24 -1.99
H -0.775 -1.310 -5.224 -0.27 0.23 0.17
H 0.670 -4.315 0.683 0.11 0.08 0.27
H -0.249 -0.625 5.630 -0.02 0.31 -0.18
H 0.317 -4.611 2.391 0.06 0.50 -0.28
H -1.793 2.796 -3.791 0.45 -0.10 -0.33
P -0.782 0.529 -3.546 -0.19 0.49 -2.53
H -2.977 -2.484 0.660 0.19 -0.14 -0.02
H -0.911 2.269 -5.282 -0.09 0.11 0.53
C -0.374 -0.994 3.543 1.86 -1.15 -0.70
H 1.386 2.979 -2.061 -1.07 -0.28 0.46
H -1.242 0.559 4.745 0.43 -0.17 0.06
H 3.848 0.202 -1.762 -0.25 -0.04 -0.18
H 0.002 4.741 -0.889 -0.22 -0.46 -0.11
P 1.603 -0.671 -2.284 0.78 -0.08 -3.80
H 1.218 -0.019 -4.816 0.39 -0.35 1.34
C -1.993 1.425 1.070 -0.21 -0.53 0.30
H -1.116 0.968 1.601 -0.68 0.38 -0.40
C 0.555 1.377 -0.930 0.76 -2.71 1.19
C -1.892 1.164 -0.426 -0.96 -0.23 -1.20
N 2.379 2.919 4.154 2.18 -2.91 -3.42
C -1.156 -2.244 1.757 -1.14 1.61 1.06
H 3.679 -0.082 -3.530 -0.38 -0.25 0.45
H -2.708 0.572 -0.902 0.48 0.16 0.72
H -1.943 2.134 -0.930 -0.29 -0.46 0.10
C 0.288 -2.494 1.853 0.45 -0.39 0.12
H 2.316 -1.072 4.293 0.01 -0.06 -0.23
H -0.007 -2.360 -3.150 0.93 0.18 0.04
H -2.332 -0.419 -5.147 0.47 -0.04 -0.31
C 2.868 2.164 3.360 -1.51 0.74 1.90
C -0.571 0.590 -0.760 0.78 0.82 -1.49
H -0.855 4.647 1.096 -0.73 0.03 -0.50
H 1.558 -2.222 -4.150 -0.58 -0.45 1.04
H -2.831 0.238 3.388 -0.28 -0.52 -0.17
C 0.812 -3.900 1.690 0.02 -0.99 0.33
Al 0.883 -1.296 -0.091 -0.62 0.74 3.96
C -1.081 3.711 0.571 -0.88 0.26 0.96
H -3.462 -0.806 2.037 0.06 0.07 0.55
H -1.161 3.716 -1.676 0.44 -0.30 0.89
H 3.837 -1.440 -2.359 0.35 0.06 -0.12
C 1.104 -2.232 -3.120 0.96 -0.38 0.03
H -1.637 -3.479 0.062 -0.16 -0.02 0.23
H -2.863 0.968 1.565 0.29 0.52 -0.76
H 1.873 -3.957 1.968 -0.19 0.04 -0.38
H 1.525 0.922 -0.615 -0.55 0.12 -1.05
N 3.394 1.161 2.545 -1.74 0.37 0.06
H -3.409 -1.425 3.704 0.05 0.27 -0.13
C -0.883 2.302 -4.178 -0.43 -0.02 0.22
H 1.479 1.398 -3.770 0.03 -0.67 0.33
C -1.939 2.894 1.258 0.65 0.90 -0.80
H 1.557 -3.000 -2.455 -0.40 -0.19 -0.83
H -0.742 -0.361 -1.359 0.80 0.35 1.29
C -0.421 3.718 -0.833 0.94 0.84 -0.39
H -2.736 3.286 1.917 1.38 0.25 0.40
C 1.934 -2.002 3.848 1.18 0.16 0.25
H 1.848 -2.680 4.722 -0.27 0.08 -0.55
C 1.055 0.374 -3.778 -0.80 1.01 1.02
C -1.233 -0.314 -5.142 -0.45 -0.02 0.07
C 3.406 -0.450 -2.527 0.36 -0.69 0.63
C 0.685 -1.784 3.098 -1.21 0.80 -0.08
C -0.326 -0.051 4.691 -0.11 0.07 0.43
H 0.552 0.622 4.641 -0.40 -0.28 0.01
H -0.894 0.282 -6.003 -0.23 -0.23 0.20
H 0.011 2.876 -3.885 -0.52 -0.18 0.06
N 1.909 -0.238 1.076 3.81 2.52 2.15
H -2.526 -3.919 1.559 0.45 0.38 -0.28
H 1.602 3.115 -0.391 -0.58 -0.44 -0.17
H 2.715 -2.410 3.192 -0.04 0.14 0.31
C 2.646 0.431 1.813 -2.30 -0.74 -1.63
C -2.881 -0.786 2.976 -0.55 -0.23 0.27
C -2.101 -3.072 0.974 -0.70 -0.20 -0.57
C 0.807 2.784 -1.109 -0.23 2.51 1.18
```
Positions in Å, forces in eV/Å.

## Properties
Energy relative to the best compared isomer or geometry (same formula, charge and spin): 337.4 kJ/mol
Charge: +1
Kohn-Sham gap: 5.18 eV

no.,strongest force on any atom (hartree/bohr),molar mass (g/mol)
1,0.04455,853.94
2,0.01541,491.59
3,0.03700,696.38
4,0.09813,472.55